Formula: C19H20Cl6N4O2V
Source: the Open Molecules 2025 dataset
Level of theory: wB97M-V/def2-TZVPD

Atoms and positions in Å:
V  0.5780  0.1919  0.3689
C  -1.2735  -2.2766  -0.2220
C  0.1326  -2.7089  0.1751
N  1.1006  -1.7069  -0.2460
C  1.4320  -1.6958  -1.6648
C  0.5401  -0.7610  -2.4370
C  0.2903  -1.0015  -3.7788
C  -0.5328  -0.1306  -4.4756
C  -1.1150  0.9090  -3.7715
C  -0.8266  1.0770  -2.4208
C  -1.4994  2.1894  -1.6551
N  -1.7527  1.8267  -0.2800
C  -2.9605  1.0809  -0.0286
C  -2.7456  -0.3958  -0.3695
N  -1.5279  -0.9215  0.2387
N  0.0280  0.2783  -1.7710
H  -1.3505  -2.2904  -1.3169
H  -2.0119  -2.9979  0.1692
H  0.2027  -2.7848  1.2667
H  0.3440  -3.7001  -0.2547
H  1.9617  -1.8999  0.2616
H  2.4639  -1.3379  -1.7754
H  1.3806  -2.7035  -2.1062
H  0.7493  -1.8465  -4.2692
H  -0.7202  -0.2638  -5.5292
H  -1.7799  1.5988  -4.2680
H  -0.8395  3.0642  -1.6564
H  -2.4280  2.4692  -2.1897
H  -1.6746  2.6332  0.3272
H  -3.2079  1.1684  1.0312
H  -3.8264  1.4409  -0.6167
H  -3.6314  -0.9698  -0.0458
H  -2.6458  -0.5016  -1.4559
H  -1.6567  -0.9169  1.2503
Cl  3.5373  -1.3053  1.6205
C  2.3141  -0.8322  2.7584
C  1.1154  -0.2852  2.2920
C  0.2287  0.0441  3.3228
Cl  -1.2672  0.7634  2.8821
C  0.4755  -0.1508  4.6758
Cl  -0.6937  0.2586  5.8718
C  1.6964  -0.6895  5.0740
Cl  2.0481  -0.9221  6.7373
C  2.6286  -1.0268  4.0993
Cl  4.1520  -1.6912  4.5683
Cl  2.7250  1.0875  -0.1803
C  2.3730  2.7916  -0.3550
C  0.9726  3.0789  0.3112
O  0.4927  4.1782  0.0748
O  0.5065  2.1636  1.0139
H  2.3608  3.0517  -1.4151
H  3.1369  3.3707  0.1643

Forces on atoms 1 to 6 (eV/Å):
-1.7 1.9 -0.8
0.2 -0.5 0.1
-0.7 -0.4 0.1
0.7 -0.9 -0.1
0.2 -0.2 -0.5
0.1 -0.3 -0.4

Summary:
⟨S²⟩: 0.759
2S+1: 2
Energy above the lowest of the compared OMol25 structures with the same formula, charge and spin (kJ/mol): 0.0
HOMO-LUMO gap (alpha / beta) (eV): 6.35 / 5.65
HOMO level (alpha / beta) (hartree): -0.229 / -0.204
Strongest force on any atom (eV/Å): 2.7
LUMO (alpha / beta) (eV): 0.12 / 0.09
DFT total energy (eV): -130905.8549